[1]
Below is C3H5CaO3 as an isolated structure, with properties calculated with ωB97M-V with the def2-TZVPD basis set.

Properties
total charge = +1
Kohn-Sham gap = 7.6 eV
lowest unoccupied orbital energy = -5.2 eV
ΔE to the lowest compared entry with this formula, charge and spin = 290.8 kJ/mol
E_tot = -27764.6416 eV

```
12
Properties=species:S:1:pos:R:3:forces:R:3:nbo_charge:R:1
H 1.226246 -2.019283 -0.909699 -3.045 2.342 -2.398 0.3256
O -0.685992 -1.164634 -0.028455 0.431 0.151 -0.579 -0.4929
C 0.601528 -0.999908 -0.511101 1.231 -3.608 0.743 0.4838
C -1.144230 0.052586 0.553777 -0.096 0.000 0.137 -0.1146
O 1.615302 -1.350840 0.378039 0.712 0.812 2.928 -1.0380
O 0.759386 0.477969 -0.653694 -0.366 -0.168 -1.155 -0.6947
C -0.499301 1.096013 -0.339355 -0.627 0.138 -0.313 -0.1064
H -0.805626 0.141236 1.598031 -0.094 -0.047 -0.182 0.1729
H -2.238323 0.065131 0.523002 0.305 -0.030 0.017 0.2353
H -0.321840 2.058396 0.151437 0.002 -0.169 -0.113 0.1976
H -1.062551 1.246299 -1.269883 0.179 -0.003 0.267 0.2167
Ca 2.555397 0.397040 0.507906 1.369 0.582 0.648 1.8146
```
Positions in Å, forces in eV/Å.

[2]
Below is a 2-piece molecular cluster, C3H12N4 overall, with properties calculated with ωB97M-V with the def2-TZVPD basis set.

Properties
total charge = 0
Kohn-Sham gap (alpha / beta) = 9.6 / 6.4 eV
lowest unoccupied orbital energy (alpha / beta) = 1.1 / -0.1 eV
ΔE to the lowest compared entry with this formula, charge and spin = 485.8 kJ/mol
E_tot = -9261.2700 eV

```
19
Properties=species:S:1:pos:R:3:forces:R:3:nbo_charge:R:1
C -2.271431 -0.797699 -0.815628 0.137 0.159 0.139 -0.4172
N -0.762197 2.161694 0.300705 0.025 0.359 0.455 -0.5793
N -1.092811 1.179460 -0.526203 0.099 0.018 -0.938 0.0102
N -1.728946 0.201918 0.098485 -0.248 -0.398 0.727 -0.4513
H -0.072548 2.774892 -0.108794 -0.054 -0.079 0.048 0.3763
H -0.588127 1.910085 1.275058 -0.021 -0.033 -0.140 0.3536
H -1.524394 -1.131780 -1.539780 -0.018 0.005 -0.035 0.1890
H -3.124872 -0.380171 -1.349076 0.051 -0.012 0.016 0.2054
H -2.608200 -1.647598 -0.223620 0.002 0.020 -0.022 0.2028
C 1.202148 -1.413980 -0.291883 0.042 -0.166 -0.160 -0.4590
C 1.964904 0.550102 0.754810 0.257 0.254 -0.020 -0.4598
N 0.801610 -0.154046 0.289463 0.646 -0.285 0.252 -0.4622
H -1.045931 -0.196873 0.797669 -0.482 0.075 -0.329 0.3885
H 0.334096 -1.967147 -0.657904 0.037 0.055 0.029 0.1900
H 1.719362 -2.069437 0.433940 -0.079 0.198 -0.027 0.1835
H 2.789345 0.563323 0.018404 -0.142 -0.049 0.066 0.1747
H 2.388285 0.114742 1.678852 -0.158 -0.055 -0.151 0.1950
H 1.716904 1.590808 1.002250 0.002 -0.132 -0.044 0.1782
H 1.902803 -1.288292 -1.136748 -0.096 0.067 0.134 0.1815
```
Positions in Å, forces in eV/Å.

[3]
Below is C28H22BrFeNPSbSe4 as an isolated structure, with properties calculated with ωB97M-V with the def2-TZVPD basis set.

Properties
total charge = -2
Kohn-Sham gap = 4.9 eV
lowest unoccupied orbital energy = 3.9 eV
ΔE to the lowest compared entry with this formula, charge and spin = 150.3 kJ/mol
E_tot = -412528.0002 eV

```
59
Properties=species:S:1:pos:R:3:forces:R:3:nbo_charge:R:1
Fe 0.006861 0.257687 1.177225 0.134 0.005 -0.366 0.0387
N -0.626795 1.566228 2.699696 -0.241 -0.021 0.051 -0.8621
C -1.397002 2.683232 2.250362 0.001 0.021 -0.012 0.1481
C -2.222777 3.402638 3.110857 -0.007 -0.052 -0.009 -0.2263
C -2.976185 4.461832 2.632203 -0.008 0.007 0.000 -0.2055
C -2.896567 4.830250 1.294285 0.008 -0.009 -0.016 -0.2423
C -2.065991 4.122921 0.438287 -0.010 0.014 0.030 -0.2056
C -1.332905 3.032780 0.896324 0.132 0.111 -0.023 -0.2809
P -0.167730 1.999143 -0.091363 -0.211 0.132 0.222 1.1112
C -0.929609 1.792080 -1.736830 -0.033 0.029 0.034 -0.3457
C -2.303056 1.819644 -1.949678 -0.003 -0.021 -0.020 -0.2337
C -2.831602 1.441675 -3.179140 -0.018 0.006 0.038 -0.1637
C -1.994322 1.027835 -4.201394 0.027 -0.008 -0.018 -0.2362
C -0.619762 0.992607 -3.995323 -0.017 -0.010 0.008 -0.2017
C -0.092852 1.368124 -2.772340 -0.027 -0.028 -0.001 -0.1990
C 1.083714 3.310226 -0.446292 -0.013 -0.020 -0.084 -0.3620
C 2.115782 3.509937 0.466483 0.036 0.012 -0.022 -0.1251
C 3.014071 4.555597 0.296879 -0.004 -0.014 0.014 -0.2326
C 2.896147 5.412906 -0.786759 -0.004 0.001 -0.005 -0.2197
C 1.871416 5.220717 -1.703737 -0.012 -0.007 0.001 -0.2287
C 0.970672 4.178857 -1.532622 0.025 -0.012 0.000 -0.2034
H 0.333404 1.788216 2.995345 0.017 0.033 -0.061 0.4367
H -1.062502 1.048970 3.457481 0.039 0.027 0.047 0.4109
H -2.269262 3.118486 4.155540 -0.005 0.002 0.001 0.2176
H -3.622886 5.008003 3.308356 -0.001 -0.003 -0.001 0.2030
H -3.479682 5.663905 0.921951 0.002 -0.002 0.002 0.2009
H -1.995807 4.409225 -0.605286 0.008 0.005 -0.001 0.2120
H -2.968075 2.101813 -1.142834 -0.003 0.003 -0.004 0.2218
H -3.905247 1.445043 -3.324547 -0.001 0.005 0.002 0.1955
H -2.410431 0.707836 -5.149059 0.002 0.001 0.001 0.2008
H 0.041031 0.635892 -4.775565 -0.001 0.002 -0.003 0.2087
H 0.974844 1.290670 -2.601612 0.003 -0.002 0.003 0.2328
H 2.214477 2.836043 1.311081 -0.008 0.009 0.007 0.2400
H 3.812990 4.691611 1.015671 -0.003 -0.003 0.000 0.2078
H 3.601132 6.225202 -0.919838 -0.001 -0.001 -0.003 0.1979
H 1.771903 5.883266 -2.555696 -0.003 -0.003 -0.001 0.1988
H 0.179291 4.034046 -2.258174 0.006 0.016 0.009 0.2170
Se -0.258087 -5.773806 4.520612 0.009 -0.074 0.050 -0.8559
Sb -1.057766 -3.506115 4.461294 -0.154 -0.023 0.107 0.7404
Se 0.816457 -1.217506 2.919762 -0.089 -0.274 0.106 -0.4234
Se 2.229613 0.460955 2.148011 0.339 0.225 -0.043 -0.5043
Se -1.670969 -2.770506 6.682645 -0.027 -0.015 -0.026 -0.8808
Br -2.332107 -0.489482 0.868966 0.002 -0.017 0.021 0.2084
C -2.017231 -1.403011 -0.769031 0.018 -0.016 -0.008 -0.0402
C -3.075808 -1.924054 -1.450178 0.014 0.001 -0.015 -0.2873
C -2.819369 -2.616020 -2.653414 0.001 0.011 0.003 -0.2249
C -1.536146 -2.760169 -3.095668 -0.006 0.010 0.010 -0.2005
C -0.438328 -2.226383 -2.372305 0.018 -0.004 -0.017 -0.0687
C 0.890049 -2.399460 -2.817826 -0.010 0.012 0.018 -0.2610
C 1.913713 -1.900668 -2.056375 -0.007 -0.012 -0.003 -0.1941
C 1.668640 -1.187657 -0.867072 -0.006 0.080 -0.044 -0.2932
C 0.398152 -0.922522 -0.377773 0.091 -0.122 -0.053 -0.1742
C -0.661830 -1.504191 -1.163422 -0.006 -0.014 0.067 -0.0737
H -4.083801 -1.814709 -1.073178 0.000 -0.001 0.000 0.2137
H -3.646181 -3.037016 -3.213292 0.000 -0.002 0.004 0.1970
H -1.331935 -3.301323 -4.013981 0.002 -0.001 0.000 0.1936
H 1.077387 -2.945614 -3.736499 -0.003 -0.004 0.002 0.1871
H 2.940554 -2.057654 -2.374340 0.000 0.008 0.001 0.1903
H 2.518481 -0.813884 -0.307348 0.008 0.003 -0.002 0.2254
```
Positions in Å, forces in eV/Å.